# CH4N2O2S

The molecule CH4N2O2S (ωB97M-V with the def2-TZVPD basis set, OMol25).

Values from the calculation:
Frontier orbital gap ... 9.76 eV
HOMO level ... -9.35 eV
SMILES ... O=C(NO)NS

ORCA input file:
```
! wB97M-V def2-TZVPD RIJCOSX def2/J DEFGRID3
* xyz 0 1
O 1.11 1.57 -0.20
C 0.42 0.57 -0.03
N 0.80 -0.72 0.19
O 2.08 -1.11 -0.28
N -0.92 0.77 0.10
S -2.16 -0.38 -0.31
H -0.08 -1.62 0.28
H 2.50 -0.17 -0.53
H -1.33 1.67 -0.27
H -2.42 -0.59 1.05
*
```

# CH4N2O2S

A structure of composition CH4N2O2S (ωB97M-V with the def2-TZVPD basis set, OMol25).

Values from the calculation:
Frontier orbital gap ... 9.31 eV
HOMO level ... -9.91 eV

ORCA input file:
```
! wB97M-V def2-TZVPD RIJCOSX def2/J DEFGRID3
* xyz 0 1
C 0.60 0.35 0.39
N -1.66 0.14 0.09
N 0.73 -0.23 1.48
O -2.65 0.60 -0.36
O -0.49 0.76 -0.34
S 1.87 1.25 -0.45
H 0.12 -1.91 -1.17
H 0.43 -2.60 -0.85
H -0.05 -0.71 1.90
H 1.12 2.35 -0.69
*
```

# CH4N2O2S

A cluster of 2 separate species, CH4N2O2S in total (ωB97M-V with the def2-TZVPD basis set, OMol25).

Values from the calculation:
Frontier orbital gap (spin up / spin down) ... 8.56 / 7.78 eV
HOMO level (spin up / spin down) ... -9.30 / -8.81 eV

ORCA input file:
```
! wB97M-V def2-TZVPD RIJCOSX def2/J DEFGRID3
* xyz 0 1
C -1.48 -0.45 -0.06
N 2.78 -0.04 -0.54
N 1.15 0.09 0.84
O 3.33 -0.98 -0.27
O 0.25 1.47 -1.08
S -0.08 0.72 0.13
H -2.47 -0.20 -0.41
H -1.06 -1.32 -0.61
H -1.53 -0.74 0.96
H -0.90 1.45 1.06
*
```

# CH4N2O2S

A structure of composition CH4N2O2S (ωB97M-V with the def2-TZVPD basis set, OMol25).

Values from the calculation:
Frontier orbital gap (spin up / spin down) ... 7.98 / 7.98 eV
HOMO level (spin up / spin down) ... -9.17 / -9.17 eV

ORCA input file:
```
! wB97M-V def2-TZVPD RIJCOSX def2/J DEFGRID3
* xyz 0 1
C 0.48 -1.54 -1.10
N 0.46 -0.70 -1.96
N -0.28 1.18 0.29
O 1.05 0.03 2.14
O -1.44 -0.41 1.79
S -0.09 -0.13 1.34
H 0.28 -1.27 0.06
H 0.15 0.20 -1.94
H -1.05 1.01 -0.39
H 0.44 1.64 -0.23
*
```

We obtain strongest force on any atom values of 5.5 2.4 2.7 5.8 eV Å⁻¹ for the records listed above, in that order.
We obtain energy above the lowest of the compared OMol25 structures with the same formula, charge and spin values of 2.6334 4.2523 6.3590 4.0432 eV for the records listed above, in that order.